Molecular formula: C34H44Be2K2N10O12S3
Method: DFT, wB97M-V/def2-TZVPD

Geometry as XYZ:
```
107
Properties=species:S:1:pos:R:3:forces:R:3
K -14.5396 15.4113 -7.7908 0.00 0.07 -0.04
K -12.9015 15.5873 -14.4975 -0.06 0.22 0.19
Be -17.0926 19.7785 -11.7726 5.03 -1.87 0.56
Be -13.4812 17.7908 -11.0675 -0.36 -0.39 -0.14
S -15.5696 18.9603 -9.2406 0.65 1.10 1.48
O -14.9739 17.6577 -9.0819 1.33 -2.03 -0.15
O -15.2840 19.8149 -8.0707 -1.08 -0.83 -0.42
O -15.0187 19.5544 -10.4475 1.73 0.96 -3.10
O -16.9947 18.8486 -9.4975 -3.42 0.64 -1.63
S -15.1558 18.3458 -13.6571 1.39 -3.69 0.80
O -13.7947 18.5708 -13.2170 3.79 -0.21 1.93
O -15.8416 19.5320 -13.8088 -4.67 8.87 -1.17
O -15.2528 17.5061 -14.7903 0.57 -1.57 -2.21
O -15.8381 17.8049 -12.5068 -2.38 -2.17 4.63
S -13.1495 14.6739 -10.5610 2.12 -0.86 -0.25
O -12.7127 15.7526 -9.6571 0.33 1.95 1.19
O -13.2663 15.3126 -11.8614 -0.94 2.09 -2.51
O -12.0947 13.6414 -10.6645 0.31 -0.08 0.35
O -14.3780 14.1114 -10.1088 -2.09 -0.87 1.02
C -10.4407 17.6952 -7.4344 -0.71 0.99 0.23
C -11.2164 18.3295 -8.5582 -1.00 0.52 -1.56
N -11.8010 18.8220 -9.4551 1.05 -1.90 2.15
H -9.5151 18.2430 -7.2579 0.36 -0.42 -0.75
H -10.3515 16.6105 -7.4953 0.32 0.19 -0.68
H -10.9096 17.8702 -6.4661 -0.81 0.11 -0.21
C -10.0575 19.5739 -13.4143 1.78 1.39 0.04
C -10.5992 18.4691 -12.7296 -1.92 -2.43 0.15
N -11.0681 17.5605 -12.1844 0.03 1.26 -0.12
H -9.5712 19.4639 -14.3835 -0.67 -0.75 -0.19
H -9.1841 19.7413 -12.7840 0.16 0.99 0.19
H -10.7132 20.4441 -13.4446 -0.03 -0.08 0.23
C -15.1063 24.6531 -12.0084 -0.16 0.02 0.38
C -15.4532 23.2489 -11.8897 -1.25 -6.05 1.25
N -15.7415 22.0851 -11.7807 0.32 5.19 -0.77
H -14.9565 25.1724 -11.0618 -0.11 -0.57 0.38
H -15.9994 25.0983 -12.4467 0.46 0.39 -0.61
H -14.1491 24.7337 -12.5236 -0.35 0.15 -0.59
N -9.5154 14.2449 -9.3447 -0.14 0.76 0.39
C -8.7339 13.9707 -8.2241 -2.04 -2.25 -0.72
C -7.7080 14.8244 -8.1316 -0.44 0.94 -0.87
C -7.9562 15.7252 -9.2058 1.24 1.40 -0.72
C -9.0843 15.3949 -9.9641 1.86 -0.57 2.26
H -10.4261 13.8901 -9.5992 -0.31 -0.59 0.24
H -8.9613 13.0737 -7.6673 -0.01 0.07 0.08
H -6.8998 14.8267 -7.4152 -0.12 0.06 -0.16
H -7.1980 16.4790 -9.3586 -0.41 0.48 -0.54
H -9.6169 15.8881 -10.7639 0.12 -0.17 0.10
N -14.6662 18.5389 -5.8566 0.28 -1.37 0.31
C -13.4462 18.5072 -5.2095 -0.42 0.97 -0.01
C -13.4440 17.5108 -4.2786 -1.66 -0.42 -0.83
C -14.7214 16.8260 -4.4839 1.64 -0.68 1.69
C -15.4083 17.4473 -5.4764 0.30 0.78 0.43
H -15.0837 19.1265 -6.5641 0.93 0.56 -0.47
H -12.6532 19.2239 -5.3640 -0.36 0.28 -0.23
H -12.7042 17.3789 -3.5029 -0.05 -0.32 -0.21
H -14.9895 16.0242 -3.8118 -0.45 -0.17 -0.40
H -16.3862 17.2865 -5.9058 0.00 -0.01 0.16
N -13.0020 18.0488 -16.8151 -0.41 0.55 0.33
C -11.9989 18.3281 -15.9662 -0.06 1.64 1.46
C -10.9017 17.5134 -16.1999 -1.05 1.83 0.83
C -11.3219 16.7705 -17.2652 -0.36 -2.91 -2.56
C -12.6404 17.0576 -17.6400 0.93 -0.27 -0.11
H -13.8982 18.5135 -16.7867 0.10 -0.23 0.10
H -12.2399 19.1396 -15.2955 0.56 -0.13 0.38
H -9.9467 17.4994 -15.6957 -0.24 0.02 -0.09
H -10.7161 15.9923 -17.7054 -0.12 -0.05 -0.22
H -13.3623 16.7446 -18.3797 0.53 -0.40 -0.11
N -10.6927 14.1794 -12.9425 0.44 -0.38 -0.51
C -11.0677 13.2339 -13.8157 -0.15 -1.03 -0.52
C -10.5056 13.5258 -15.0637 -0.76 -0.51 0.04
C -9.8052 14.7389 -14.9310 0.11 -0.14 1.54
C -9.8988 15.0395 -13.5690 0.98 2.29 -0.77
H -10.9841 14.1292 -11.9767 -0.24 0.14 0.59
H -11.6256 12.4365 -13.3473 -0.13 -0.32 -0.74
H -10.5628 12.9481 -15.9744 -0.23 -0.10 0.15
H -9.2933 15.3217 -15.6825 0.07 -0.28 0.13
H -9.5148 15.8955 -13.0339 0.08 -0.15 -0.16
N -17.4403 15.6875 -12.3290 -3.16 -2.02 1.97
C -17.3197 14.5311 -11.5671 -0.85 -0.79 -0.81
C -18.4682 13.7414 -11.7966 3.07 -0.48 0.63
C -19.2499 14.3853 -12.7298 -1.99 0.24 1.02
C -18.8015 15.6677 -12.7637 2.65 1.36 -2.27
H -16.7714 16.4337 -12.4544 0.00 0.21 0.33
H -16.4756 14.2278 -10.9655 0.28 0.46 -0.30
H -18.6147 12.7332 -11.4383 0.12 0.06 0.06
H -20.1316 13.8853 -13.1025 -0.33 0.74 -0.15
H -19.1535 16.5723 -13.2372 -0.16 -0.27 -0.44
N -14.0131 21.9978 -8.5213 0.91 1.41 -0.27
C -14.0607 23.0828 -7.6889 2.25 0.99 -1.85
C -13.1941 24.0746 -8.2869 -1.15 -1.45 0.50
C -12.7240 23.4981 -9.4990 0.11 0.63 -0.11
C -13.1889 22.2267 -9.6289 -1.90 -0.43 1.17
H -14.5027 21.1600 -8.2411 0.02 -0.43 -0.63
H -14.6200 22.9673 -6.7722 0.17 0.46 0.03
H -12.8665 25.0564 -7.9783 -0.45 -0.08 0.41
H -12.2018 24.0037 -10.2978 0.22 0.17 0.31
H -13.2687 21.5879 -10.4960 0.35 -0.20 0.25
N -10.9419 24.1192 -13.4235 0.27 -0.28 0.54
C -11.5656 23.0768 -12.7625 2.17 0.80 2.30
C -12.6195 22.6619 -13.4518 -1.79 -0.36 -1.41
C -12.6855 23.4868 -14.6172 -0.66 -0.26 0.08
C -11.6362 24.3416 -14.5430 -0.59 1.03 -1.88
H -10.1434 24.6741 -13.1501 -0.20 -0.44 0.22
H -11.2646 22.8666 -11.7468 0.16 -0.40 -0.20
H -13.3528 21.9165 -13.1817 0.21 -0.09 0.13
H -13.4914 23.5502 -15.3334 0.22 -0.28 -0.14
H -11.4063 25.1040 -15.2727 0.31 0.07 0.25
```
Positions in Å, forces in eV/Å.

* LUMO: -3.84 eV
* orbital gap: 3.15 eV
* multiplicity: 1
* highest occupied orbital energy: -0.257 hartree
* net charge: 0